Entry 1:
Computed, not measured: a single C24H27N3O6S molecule in a non-equilibrium geometry, with wB97M-V/def2-TZVPD.

## Properties
**Net charge**: 0
**HOMO**: -8.668 eV
**SMILES string**: O=C(O)/C=C/c1ccc(S(=O)(=O)N2CCN(CCN3C(=O)[C@@H]4[C@H](C3=O)[C@H]3C=C[C@@H]4C3)CC2)cc1

Cartesian coordinates (Å):
1 O -3.370 -3.490 0.519
2 C -2.837 -3.401 -0.560
3 O -3.502 -3.625 -1.707
4 C -1.437 -3.041 -0.801
5 C -0.596 -2.862 0.227
6 C 0.800 -2.481 0.161
7 C 1.478 -2.232 1.360
8 C 2.785 -1.782 1.349
9 C 3.426 -1.581 0.140
10 S 5.060 -0.828 0.125
11 O 5.683 -1.117 1.381
12 O 5.715 -1.198 -1.094
13 N 4.844 0.818 0.070
14 C 4.253 1.472 1.209
15 C 2.735 1.612 1.067
16 N 2.406 2.261 -0.193
17 C 0.990 2.512 -0.346
18 C 0.130 1.259 -0.646
19 N -1.192 1.354 -0.073
20 C -2.179 2.178 -0.580
21 O -2.035 2.896 -1.534
22 C -3.421 1.973 0.257
23 C -3.033 0.918 1.299
24 C -1.585 0.601 1.015
25 O -0.864 -0.173 1.592
26 C -3.967 -0.277 0.954
27 C -5.353 0.209 1.303
28 C -5.695 1.126 0.408
29 C -4.543 1.270 -0.557
30 C -4.023 -0.171 -0.574
31 C 2.979 1.575 -1.340
32 C 4.495 1.443 -1.179
33 C 2.798 -1.879 -1.056
34 C 1.491 -2.327 -1.047
35 H -4.418 -3.879 -1.516
36 H -1.157 -2.947 -1.838
37 H -1.003 -2.982 1.223
38 H 0.957 -2.362 2.295
39 H 3.322 -1.579 2.262
40 H 4.513 0.888 2.091
41 H 4.702 2.467 1.293
42 H 2.362 2.245 1.876
43 H 2.264 0.622 1.164
44 H 0.857 3.239 -1.150
45 H 0.634 2.968 0.582
46 H 0.585 0.370 -0.201
47 H 0.028 1.118 -1.725
48 H -3.763 2.927 0.661
49 H -3.152 1.221 2.340
50 H -3.657 -1.225 1.383
51 H -5.902 -0.119 2.166
52 H -6.587 1.723 0.369
53 H -4.754 1.747 -1.510
54 H -4.741 -0.863 -1.010
55 H -3.059 -0.295 -1.066
56 H 2.758 2.171 -2.229
57 H 2.549 0.571 -1.478
58 H 4.921 0.835 -1.976
59 H 4.954 2.437 -1.197
60 H 3.350 -1.758 -1.976
61 H 1.000 -2.552 -1.982

---

Entry 2:
Computed, not measured: 2 unconnected molecules or ions with the total composition CH5N2S2 in a non-equilibrium geometry, with wB97M-V/def2-TZVPD.

## Properties
**Net charge**: +1
**HOMO (spin up / spin down)**: -13.267 / -13.217 eV

Cartesian coordinates (Å):
1 C -0.431 -0.310 -0.230
2 N -0.709 0.689 -1.090
3 N -1.225 -0.530 0.911
4 S 4.111 0.051 0.382
5 S 0.850 -1.327 -0.596
6 H -1.456 1.405 -0.877
7 H 0.062 0.942 -1.696
8 H -1.780 0.347 1.177
9 H -0.659 -1.028 1.657
10 H 4.927 0.306 -0.678

---

Entry 3:
Computed, not measured: a single C4H6N2 molecule, with wB97M-V/def2-TZVPD.

## Properties
**Net charge**: 0
**HOMO**: -7.440 eV
**SMILES string**: Nc1ccc[nH]1

Cartesian coordinates (Å):
1 N 0.044 -0.270 2.015
2 C -0.065 -0.176 0.619
3 C -0.611 -0.945 -0.385
4 C -0.226 -0.334 -1.620
5 C 0.502 0.790 -1.326
6 N 0.586 0.885 0.052
7 H -0.197 0.595 2.462
8 H -0.466 -1.032 2.420
9 H -1.214 -1.843 -0.286
10 H -0.469 -0.701 -2.612
11 H 0.952 1.543 -1.952
12 H 1.165 1.489 0.612

---

Entry 4:
Computed, not measured: a molecular structure, C25H32FeN4O10P2Te in a non-equilibrium geometry, with wB97M-V/def2-TZVPD.

## Properties
**Net charge**: 0
**HOMO (spin up / spin down)**: -7.895 / -7.895 eV
**2S+1**: 5

Cartesian coordinates (Å):
1 Fe 10.582 10.401 16.336
2 O 11.419 11.681 14.925
3 N 10.705 12.621 14.461
4 N 9.588 12.701 15.068
5 O 9.207 11.932 16.021
6 C 8.714 13.786 14.611
7 C 8.982 14.292 13.322
8 C 8.043 15.170 12.854
9 C 6.966 15.631 13.558
10 C 6.849 15.231 14.895
11 C 7.697 14.286 15.392
12 H 9.843 13.976 12.723
13 H 8.200 15.572 11.863
14 H 6.334 16.365 13.202
15 H 6.034 15.593 15.544
16 H 7.617 13.974 16.418
17 N 13.134 9.749 14.453
18 C 13.242 8.511 15.300
19 C 14.519 7.696 14.985
20 P 11.705 7.621 14.888
21 O 12.023 6.359 15.784
22 O 11.661 7.223 13.454
23 O 10.661 8.521 15.555
24 P 13.192 8.857 17.083
25 O 14.673 9.139 17.720
26 O 12.402 10.152 17.303
27 O 12.707 7.623 17.853
28 H 12.724 9.575 13.511
29 H 14.050 10.129 14.222
30 H 12.624 10.602 14.764
31 H 14.833 7.949 13.950
32 H 14.208 6.692 15.032
33 H 15.335 7.888 15.738
34 H 12.010 6.634 16.764
35 H 14.884 8.610 18.480
36 Te 11.574 8.930 11.025
37 C 9.712 8.506 11.852
38 C 8.915 7.516 11.252
39 C 7.686 7.073 11.901
40 C 7.308 7.699 13.079
41 C 8.101 8.733 13.606
42 C 9.258 9.131 13.019
43 C 10.704 10.557 9.974
44 C 11.588 11.588 9.653
45 C 11.261 12.744 9.000
46 C 9.922 12.823 8.583
47 C 9.040 11.825 8.878
48 C 9.399 10.735 9.619
49 H 9.290 6.896 10.474
50 H 7.085 6.331 11.479
51 H 6.517 7.237 13.643
52 H 7.808 9.222 14.546
53 H 9.892 9.936 13.421
54 H 12.653 11.470 9.837
55 H 12.027 13.466 8.693
56 H 9.567 13.638 8.015
57 H 8.025 11.960 8.591
58 H 8.655 9.978 9.908
59 O 7.302 8.465 18.077
60 C 8.610 8.400 17.791
61 O 9.270 9.384 17.704
62 C 9.063 6.968 17.645
63 N 7.932 6.078 17.414
64 C 8.150 4.906 18.288
65 C 9.549 5.000 18.725
66 C 9.805 6.480 18.852
67 H 9.711 7.008 16.776
68 H 7.813 5.835 16.389
69 H 6.894 7.593 17.998
70 H 7.874 3.968 17.841
71 H 7.446 4.988 19.156
72 H 10.218 4.655 17.929
73 H 9.824 4.474 19.621
74 H 10.848 6.814 18.751
75 H 9.407 6.781 19.812

---

Listing total energy for the structures above in their given order: -1944.67103 -946.59789 -265.52201 -4157.85956 Eh.
Listing relative energy (zero: lowest compared OMol25 entry of this formula, charge and spin) for the structures above in their given order: 30.56 95.91 8.51 8.80 kcal per mole.